#one
110
Properties=species:S:1:pos:R:3:mulliken_charge:R:1 method="wB97M-V/def2-TZVPD" smiles=CCN(CC)CC.CCN(CC)CC.CCN(CC)CC.CCN(CC)CC.CCN(CC)CC lumo_energy_ev=0.755 e_homo_ev=-7.97
C -15.305 -24.700 -8.824 -0.3628
C -14.634 -23.485 -9.478 -0.4548
N -14.805 -22.167 -8.860 0.2213
C -16.183 -21.711 -8.859 -0.7877
C -16.691 -21.272 -10.232 -1.2364
C -14.325 -22.188 -7.480 -0.4869
C -12.792 -22.357 -7.383 -1.5881
H -14.726 -25.568 -9.146 0.1201
H -16.334 -24.850 -9.160 0.3264
H -15.382 -24.695 -7.737 0.0332
H -13.547 -23.586 -9.469 0.2701
H -14.909 -23.581 -10.531 -0.1819
H -16.832 -22.512 -8.453 0.4336
H -16.335 -20.899 -8.147 0.6516
H -17.432 -20.480 -10.140 0.3699
H -15.840 -20.928 -10.821 0.1798
H -17.192 -22.083 -10.762 0.4956
H -14.894 -22.881 -6.851 0.4293
H -14.397 -21.197 -7.022 0.3963
H -12.306 -21.625 -8.031 0.3520
H -12.436 -23.349 -7.663 0.3281
H -12.452 -22.110 -6.376 0.4698
C -12.221 -29.712 -9.911 -1.0221
C -11.812 -29.481 -11.353 -0.6214
N -11.376 -28.089 -11.573 0.0604
C -10.514 -27.971 -12.747 -0.6708
C -11.052 -28.473 -14.076 -1.0035
C -12.521 -27.188 -11.645 -0.2499
C -12.205 -25.704 -11.571 -0.8788
H -12.521 -30.758 -9.811 0.4017
H -13.007 -29.069 -9.528 0.0986
H -11.316 -29.567 -9.316 0.3123
H -11.011 -30.172 -11.613 0.4617
H -12.659 -29.619 -12.046 0.3534
H -10.151 -26.950 -12.897 0.3671
H -9.604 -28.508 -12.451 0.4023
H -11.379 -29.510 -14.005 0.2475
H -11.931 -27.876 -14.358 0.2701
H -10.424 -28.321 -14.953 0.4094
H -13.183 -27.411 -10.804 0.1192
H -13.144 -27.409 -12.526 0.2530
H -11.612 -25.385 -12.431 0.3961
H -11.731 -25.326 -10.666 0.2163
H -13.152 -25.162 -11.652 0.1015
C -15.160 -25.742 -2.969 -1.0078
C -14.217 -26.676 -3.756 -0.9424
N -14.861 -27.563 -4.733 0.0785
C -15.233 -26.929 -6.001 -0.3045
C -15.333 -27.951 -7.113 -1.4024
C -15.913 -28.417 -4.191 -0.3174
C -15.609 -29.073 -2.834 -1.2320
H -15.932 -26.228 -2.373 0.2879
H -15.628 -25.028 -3.644 0.2931
H -14.512 -25.261 -2.231 0.3939
H -13.538 -26.083 -4.368 0.4689
H -13.630 -27.296 -3.081 0.4457
H -16.141 -26.331 -5.829 0.3115
H -14.398 -26.271 -6.256 0.2547
H -14.417 -28.521 -7.245 0.2979
H -16.137 -28.665 -6.942 0.3502
H -15.572 -27.346 -7.993 0.4192
H -16.030 -29.276 -4.851 0.3005
H -16.858 -27.858 -4.120 0.3331
H -15.011 -28.423 -2.196 0.2838
H -15.121 -30.030 -3.000 0.3593
H -16.536 -29.227 -2.281 0.3139
C -17.985 -18.864 -12.401 -1.1984
C -18.330 -20.068 -13.294 -0.2894
N -17.400 -20.279 -14.377 0.0562
C -16.072 -20.745 -13.959 -0.9562
C -16.058 -22.217 -13.560 -1.0203
C -17.917 -20.877 -15.594 -0.3640
C -18.994 -20.027 -16.259 -1.3705
H -18.552 -19.003 -11.472 0.3574
H -18.349 -17.889 -12.726 0.4462
H -16.938 -18.815 -12.111 0.1641
H -18.501 -20.956 -12.672 0.2401
H -19.299 -19.779 -13.711 0.3146
H -15.682 -20.073 -13.197 0.3736
H -15.438 -20.524 -14.823 0.4543
H -15.822 -22.886 -14.396 0.4889
H -16.980 -22.572 -13.113 0.3400
H -15.142 -22.387 -12.981 0.2177
H -17.082 -21.124 -16.246 0.4733
H -18.423 -21.830 -15.356 0.2546
H -18.951 -20.197 -17.338 0.3929
H -20.003 -20.267 -15.935 0.3455
H -18.793 -18.963 -16.115 0.3234
C -16.105 -14.185 -6.849 -1.2350
C -14.892 -14.952 -7.318 -0.2773
N -15.139 -16.368 -7.532 0.1302
C -13.933 -17.156 -7.579 0.0981
C -13.042 -17.069 -6.328 -1.3931
C -16.035 -16.596 -8.665 -0.5907
C -16.437 -18.043 -8.835 -0.3232
H -17.052 -14.548 -7.249 0.3026
H -16.085 -13.101 -6.953 0.3568
H -16.243 -14.344 -5.772 0.3145
H -14.451 -14.447 -8.197 0.3501
H -14.086 -14.812 -6.598 0.2154
H -14.085 -18.241 -7.605 -0.1977
H -13.305 -16.999 -8.469 0.2875
H -12.832 -16.035 -6.057 0.3848
H -13.494 -17.508 -5.434 0.3089
H -12.148 -17.673 -6.487 0.4067
H -15.552 -16.244 -9.593 0.3135
H -16.939 -15.994 -8.585 0.3110
H -15.669 -18.780 -8.619 -0.1177
H -16.710 -18.202 -9.881 0.0392
H -17.346 -18.287 -8.280 0.2832

#two
110
Properties=species:S:1:pos:R:3:mulliken_charge:R:1 method="wB97M-V/def2-TZVPD" smiles=CCN(CC)CC.CCN(CC)CC.CCN(CC)CC.CCN(CC)CC.CCN(CC)CC lumo_energy_ev=0.796 e_homo_ev=-7.84
C -0.764 -2.940 -0.706 -0.7622
C -0.408 -1.751 0.202 -0.7735
N 0.859 -1.151 -0.157 0.2391
C 1.949 -2.084 0.099 -0.6707
C 2.105 -2.381 1.590 -1.1479
C 0.984 -0.537 -1.488 -0.7141
C 0.021 0.678 -1.604 -0.8324
H -0.774 -2.601 -1.742 0.2597
H -1.750 -3.344 -0.475 0.2100
H -0.116 -3.816 -0.717 0.3283
H -1.124 -0.931 0.155 0.2593
H -0.350 -2.082 1.239 0.2672
H 1.884 -3.027 -0.445 0.2782
H 2.855 -1.627 -0.298 0.4566
H 1.338 -3.022 2.023 0.3614
H 3.021 -2.948 1.752 0.3980
H 2.322 -1.458 2.129 0.2675
H 0.823 -1.295 -2.254 0.3225
H 2.013 -0.211 -1.640 0.4155
H 0.310 1.359 -0.804 0.2835
H -1.009 0.339 -1.493 0.1358
H 0.313 1.152 -2.542 0.3776
C -6.737 -3.216 -1.750 -1.0256
C -6.754 -2.518 -0.384 -0.8242
N -5.438 -2.291 0.274 0.0558
C -4.924 -3.535 0.788 -0.4691
C -4.058 -3.286 2.070 -1.1863
C -4.377 -1.625 -0.568 0.3625
C -4.698 -0.127 -0.832 -1.4526
H -7.720 -3.306 -2.212 0.3956
H -6.334 -4.221 -1.620 0.2810
H -6.123 -2.774 -2.535 0.2662
H -7.264 -1.556 -0.433 0.3464
H -7.287 -3.064 0.394 0.5759
H -5.756 -4.205 1.006 0.5574
H -4.310 -4.021 0.030 0.2182
H -4.637 -2.881 2.900 0.3473
H -3.545 -4.159 2.474 0.3825
H -3.243 -2.627 1.770 0.1236
H -4.202 -2.109 -1.529 0.2728
H -3.358 -1.642 -0.183 -0.3652
H -4.909 0.353 0.124 0.3763
H -5.676 -0.044 -1.307 0.3796
H -3.900 0.300 -1.440 0.3093
C 4.795 1.528 -4.224 -1.5619
C 3.747 2.303 -3.369 0.1497
N 3.277 3.436 -4.140 -0.0665
C 2.088 3.930 -3.348 0.7385
C 1.336 4.983 -4.144 -1.3074
C 4.377 4.400 -4.522 -0.6509
C 5.024 5.116 -3.292 -1.0179
H 5.817 1.904 -4.187 0.3386
H 4.589 1.411 -5.288 0.4012
H 4.921 0.498 -3.890 0.4198
H 2.896 1.662 -3.141 -0.0593
H 4.134 2.669 -2.419 0.3390
H 1.439 3.088 -3.108 -0.4850
H 2.243 4.347 -2.353 0.2790
H 1.291 4.759 -5.210 0.3841
H 0.340 5.142 -3.733 0.1922
H 1.827 5.954 -4.075 0.3194
H 4.056 5.204 -5.185 0.3404
H 5.080 3.775 -5.072 0.4041
H 4.312 5.775 -2.795 0.2659
H 5.840 5.717 -3.696 0.4118
H 5.465 4.465 -2.537 0.2647
C -2.723 7.361 -0.456 -1.3322
C -3.934 6.515 -0.759 -0.3728
N -3.634 5.173 -1.291 0.1116
C -2.565 4.957 -2.326 -0.4172
C -2.512 3.481 -2.695 -1.2364
C -4.863 4.405 -1.465 -0.6538
C -5.578 4.762 -2.792 -1.1289
H -1.969 6.727 0.011 0.3080
H -3.044 8.176 0.193 0.4231
H -2.292 7.847 -1.332 0.2867
H -4.417 6.439 0.215 0.3382
H -4.654 7.002 -1.417 0.3205
H -2.813 5.555 -3.203 0.3006
H -1.554 5.307 -2.120 0.4620
H -3.395 3.321 -3.313 0.2220
H -1.670 3.021 -3.212 0.4017
H -2.608 2.870 -1.797 0.2648
H -5.393 4.666 -0.549 0.5161
H -4.694 3.332 -1.375 0.1707
H -5.747 5.823 -2.977 0.3257
H -6.575 4.325 -2.744 0.3882
H -5.108 4.505 -3.741 0.3013
C 2.712 -6.764 5.949 -1.1714
C 3.254 -5.238 6.154 -0.5115
N 4.693 -5.125 5.974 0.0328
C 5.324 -5.586 7.271 -0.4070
C 6.841 -5.894 7.083 -1.3432
C 5.235 -3.759 5.621 -0.5109
C 4.918 -3.226 4.244 -1.2732
H 3.151 -7.084 5.004 0.2868
H 1.623 -6.789 5.935 0.3882
H 2.945 -7.527 6.692 0.3320
H 2.777 -4.654 5.367 0.2876
H 2.863 -4.694 7.014 0.3488
H 5.277 -4.831 8.056 0.3031
H 4.712 -6.430 7.589 0.4278
H 7.109 -6.660 7.811 0.4057
H 7.036 -6.341 6.108 0.3152
H 7.408 -4.984 7.276 0.3528
H 6.312 -3.890 5.722 0.3245
H 4.869 -3.033 6.347 0.3214
H 3.865 -2.947 4.262 0.2731
H 5.407 -3.744 3.419 0.3778
H 5.266 -2.201 4.113 0.4532

Which structure is the most stable? The one labeled #one.

#one
8
Properties=species:S:1:pos:R:3:mulliken_charge:R:1 method="wB97M-V/def2-TZVPD" smiles="O=C/C(F)=C/F" lumo_energy_ev=-0.152 e_homo_ev=-10.40
O 1.844 -0.766 -0.007 -0.4828
C 1.269 0.303 -0.010 -0.0302
C -0.220 0.410 0.002 0.2010
F -0.703 1.666 -0.007 -0.2671
C -1.009 -0.648 -0.015 0.1169
F -2.325 -0.575 -0.005 -0.2230
H 1.741 1.282 0.016 0.3589
H -0.597 -1.673 0.026 0.3262

#two
8
Properties=species:S:1:pos:R:3:mulliken_charge:R:1 method="wB97M-V/def2-TZVPD" smiles="O=C/C(F)=C/F" lumo_energy_ev=-0.758 e_homo_ev=-10.92
O 1.098 1.497 0.094 -0.5060
C 1.158 0.370 -0.455 0.1127
C 0.000 -0.524 -0.089 0.1640
F -0.333 -1.659 -0.892 -0.2577
C -0.911 0.065 0.574 -0.0013
F -2.307 -0.474 0.603 -0.2503
H 1.927 -0.136 -1.007 0.3539
H -0.633 0.861 1.171 0.3848

#three
8
Properties=species:S:1:pos:R:3:mulliken_charge:R:1 method="wB97M-V/def2-TZVPD" smiles=C#CC(O)(F)F lumo_energy_ev=0.774 e_homo_ev=-10.96
C 0.277 1.665 0.099 0.4863
C 0.438 0.534 0.339 -1.0348
C 0.649 -1.083 0.621 0.7588
O -0.309 -1.705 -0.130 -0.4499
F 1.920 -1.475 0.288 -0.2498
F 0.466 -1.209 1.919 -0.2284
H 0.179 2.712 -0.339 0.3847
H 0.189 -2.476 -0.505 0.3331

Which structure is the most stable? The one labeled #one.

#one
15
Properties=species:S:1:pos:R:3:mulliken_charge:R:1 method="wB97M-V/def2-TZVPD" smiles=Nc1oc(O)c(N)c1O lumo_energy_ev=0.616 e_homo_ev=-7.85
N 2.448 -1.233 -0.007 -0.5499
C 1.212 -0.641 -0.049 0.0205
O 0.113 -1.509 -0.111 -0.3607
C -1.010 -0.840 -0.081 0.0859
O -2.243 -1.465 -0.038 -0.5425
C -0.773 0.462 -0.018 0.4859
N -1.646 1.528 -0.046 -0.6358
C 0.679 0.626 -0.086 0.3947
O 1.338 1.770 0.026 -0.6051
H 3.029 -0.861 -0.782 0.2856
H 2.914 -1.082 0.826 0.2530
H -2.236 -2.219 0.550 0.3351
H -2.213 1.641 0.773 0.2510
H -2.292 1.381 -0.823 0.2702
H 0.680 2.442 -0.136 0.3122

#two
15
Properties=species:S:1:pos:R:3:mulliken_charge:R:1 method="wB97M-V/def2-TZVPD" lumo_energy_ev=-1.333 e_homo_ev=-8.59
C -2.207 0.198 0.511 -0.7093
C 0.003 -0.714 -0.266 -0.1211
C 2.056 -0.320 0.095 -0.0040
C 0.865 0.296 -0.054 1.2767
H -2.109 1.249 0.393 0.2431
H -3.281 0.208 0.312 0.3710
H -2.095 -0.168 1.582 0.2705
H -1.556 -1.629 -0.876 0.3283
H 2.947 1.242 -0.259 0.3505
H -0.371 1.699 -1.028 0.3423
N -1.328 -0.632 -0.503 -0.3441
N 2.158 -1.582 0.168 -0.4742
O 0.715 -1.867 -0.042 -0.2759
O 3.296 0.368 0.138 -0.5255
O 0.909 1.650 -0.172 -0.7284

Which structure is the most stable? The one labeled #one.

#one
19
Properties=species:S:1:pos:R:3:mulliken_charge:R:1 method="wB97M-V/def2-TZVPD" lumo_energy_ev=0.651 e_homo_ev=-7.57
C 2.304 -1.219 -0.385 -0.8409
N 1.260 -0.945 0.653 -0.3891
N 0.309 -0.118 0.564 -0.0246
C 0.266 0.801 -0.359 0.0601
C -0.931 1.628 -0.606 -0.5221
C -2.133 1.439 0.007 -0.2089
C -2.494 0.434 0.913 -0.5580
C -2.344 -0.904 0.789 -0.1602
S -1.573 -1.605 -0.653 -0.2439
H 2.986 -1.795 0.135 0.3787
H 1.713 -1.738 -1.185 0.2732
H 2.676 -0.153 -0.589 0.2823
H 1.100 -1.793 1.141 0.2552
H 1.053 0.808 -1.169 0.2353
H -0.803 2.394 -1.334 0.3436
H -3.063 2.028 -0.101 0.3092
H -3.085 0.613 1.762 0.3745
H -2.549 -1.769 1.466 0.3186
H -1.649 -0.737 -1.523 0.1168

#two
19
Properties=species:S:1:pos:R:3:mulliken_charge:R:1 method="wB97M-V/def2-TZVPD" lumo_energy_ev=0.407 e_homo_ev=-7.88
C 0.183 2.016 2.741 -0.2435
C 0.772 0.860 3.003 -0.3397
C 1.349 1.397 0.942 -0.7146
C -0.390 -1.962 -3.001 -1.1349
C -1.123 -0.357 -1.245 -1.0581
C -0.228 -1.442 -1.662 0.6365
N 0.507 2.338 1.443 0.0414
N 1.533 0.464 1.829 0.2178
S 0.969 -2.016 -0.739 -0.3017
H -0.512 2.613 3.405 0.3320
H 0.583 0.077 3.774 0.3108
H -1.442 -2.298 -2.989 0.3119
H 0.164 -2.896 -3.200 0.3304
H -0.278 -1.290 -3.774 0.3443
H -0.830 0.258 -0.445 0.1526
H -2.006 -0.781 -0.832 0.3514
H -1.563 0.197 -2.036 0.3575
H 2.222 -0.230 1.893 0.1998
H 0.089 3.052 0.892 0.2062

Which structure is the most stable? The one labeled #two.